1.
The following is a quantum chemistry calculation of a molecular structure, C55H45KN9O2Si, from OMol25.

Atoms and positions in Å:
K 1.28 -0.29 -0.81
N 1.31 -1.85 -4.32
C 0.81 -2.79 -3.45
C -0.27 -3.63 -3.90
C -0.83 -4.59 -3.06
C -0.30 -4.66 -1.73
C 0.70 -3.79 -1.38
N 1.20 -2.80 -2.18
C 2.50 -1.17 -4.14
C 3.63 -1.47 -4.96
C 4.75 -0.68 -4.95
C 4.80 0.36 -4.00
C 3.82 0.45 -3.07
N 2.61 -0.22 -3.21
H 1.14 -2.21 -5.28
H -0.57 -3.54 -4.93
H -1.64 -5.23 -3.42
H -0.61 -5.38 -0.99
H 1.08 -3.78 -0.34
H 3.49 -2.31 -5.65
H 5.62 -0.82 -5.57
H 5.70 1.02 -3.90
H 3.94 1.08 -2.16
O -3.85 -1.36 0.53
C -2.55 -0.88 0.60
O -2.08 -0.09 -0.25
C -1.84 -1.40 1.84
C -2.33 -2.54 2.53
C -1.43 -3.23 3.26
C -0.12 -2.76 3.39
C 0.13 -1.49 2.93
N -0.69 -0.83 2.13
H -3.32 -2.94 2.33
H -1.80 -4.09 3.81
H 0.64 -3.39 3.82
H 1.01 -0.92 3.18
N -0.08 2.58 1.44
C 0.42 3.78 0.95
C 0.42 4.93 1.70
C 0.49 6.22 1.10
C 0.50 6.31 -0.29
C 0.65 5.18 -1.13
C 0.95 5.29 -2.50
C 1.04 4.11 -3.23
C 0.91 2.88 -2.55
N 0.68 2.71 -1.27
C 0.59 3.87 -0.50
H -0.40 2.49 2.39
H -0.56 1.97 0.80
H 0.61 4.84 2.81
H 0.38 7.08 1.69
H 0.53 7.31 -0.67
H 1.12 6.26 -3.04
H 1.23 4.10 -4.31
H 0.98 2.02 -3.15
C -7.36 -4.73 0.53
C -8.06 -3.66 1.00
C -7.53 -2.38 0.83
C -6.36 -2.21 0.04
C -5.83 -3.29 -0.61
C -6.34 -4.59 -0.38
Si -5.28 -0.70 -0.25
C -5.93 0.84 0.56
C -7.32 1.10 0.43
C -7.80 2.40 0.50
C -6.95 3.43 0.89
C -5.62 3.17 1.25
C -5.10 1.93 0.97
C -4.96 -0.19 -2.06
C -5.75 -0.91 -2.98
C -5.57 -0.79 -4.34
C -4.62 0.09 -4.89
C -3.99 0.97 -4.01
C -4.26 0.89 -2.64
H -7.73 -5.72 0.79
H -8.94 -3.82 1.59
H -7.89 -1.60 1.52
H -4.91 -3.24 -1.21
H -5.96 -5.48 -0.85
H -8.01 0.31 0.18
H -8.86 2.48 0.50
H -7.27 4.48 0.88
H -5.06 3.91 1.80
H -4.03 1.83 1.06
H -6.52 -1.70 -2.76
H -6.15 -1.45 -4.98
H -4.40 -0.02 -5.94
H -3.53 1.88 -4.42
H -3.93 1.73 -2.05
N 6.86 -0.53 4.36
C 8.18 -0.63 4.74
C 8.87 -1.47 5.59
C 10.21 -1.19 5.83
C 10.80 -0.09 5.27
C 10.17 0.74 4.41
C 8.80 0.48 4.13
N 7.95 1.08 3.25
C 6.78 0.50 3.45
C 5.55 0.89 2.77
C 5.73 1.62 1.57
C 4.63 1.70 0.72
N 3.50 1.00 0.87
C 3.30 0.45 2.09
C 4.29 0.37 3.08
H 6.14 -1.23 4.58
H 8.42 -2.39 5.98
H 10.77 -1.80 6.53
H 11.85 0.09 5.47
H 10.80 1.36 3.76
H 6.68 2.12 1.41
H 4.78 2.36 -0.16
H 2.33 -0.03 2.31
H 4.02 -0.11 4.08

HOMO-LUMO gap (spin up / spin down): 0.1065 / 0.1244 hartree
E_tot: -3655.632913 a.u.
Total charge: -1

Mulliken atomic charge list, values in e, 4 entries: atom 1 (K): 0.8823, atom 2 (N): -0.0801, atom 3 (C): 0.5345, atom 4 (C): -0.6111

=====

2.
The following is a quantum chemistry calculation of 10 unconnected molecules or ions with the total composition C52H56O16, from OMol25.

Atoms and positions in Å:
C 1.91 -0.05 5.23
C 1.93 -0.21 6.60
C 2.92 -1.12 7.20
O 2.82 -1.36 8.37
C 3.83 -1.79 6.29
C 3.71 -1.61 4.93
C 2.67 -0.79 4.28
O 2.60 -0.66 3.06
H 1.08 0.55 4.88
H 1.16 0.22 7.24
H 4.71 -2.29 6.67
H 4.44 -2.01 4.24
C 1.33 5.22 2.38
C 0.19 5.78 2.04
C -1.09 5.10 2.18
O -2.09 5.67 1.83
C -1.03 3.83 2.84
C 0.20 3.22 3.14
C 1.51 3.87 3.05
O 2.56 3.31 3.36
H 2.16 5.87 2.14
H 0.21 6.81 1.70
H -1.92 3.22 2.89
H 0.13 2.23 3.56
C -0.28 -0.31 -5.93
C 0.66 0.03 -5.01
C 1.51 -1.02 -4.27
O 2.33 -0.78 -3.37
C 1.24 -2.34 -4.79
C 0.39 -2.68 -5.76
C -0.56 -1.73 -6.39
O -1.36 -2.13 -7.19
H -0.88 0.42 -6.45
H 0.83 1.06 -4.73
H 1.94 -3.02 -4.33
H 0.45 -3.72 -6.07
C 6.28 -1.49 0.83
C 6.39 -1.76 -0.48
C 5.67 -0.96 -1.50
O 5.67 -1.20 -2.68
C 4.96 0.18 -0.92
C 4.95 0.49 0.43
C 5.62 -0.30 1.47
O 5.68 -0.11 2.68
H 6.80 -2.15 1.50
H 7.01 -2.60 -0.75
H 4.58 0.90 -1.63
H 4.37 1.36 0.69
C 0.78 -5.95 0.54
C 2.06 -5.54 0.75
C 2.70 -4.37 0.09
O 3.80 -3.88 0.32
C 1.78 -3.81 -0.94
C 0.53 -4.30 -1.15
C -0.13 -5.32 -0.41
O -1.23 -5.73 -0.77
H 0.47 -6.87 1.03
H 2.63 -6.17 1.42
H 2.19 -3.01 -1.53
H 0.00 -3.82 -1.96
C 4.18 4.54 -1.20
C 4.36 5.76 -0.63
C 3.31 6.69 -0.33
O 3.52 7.78 0.22
C 2.01 6.20 -0.76
C 1.79 5.00 -1.31
C 2.85 4.03 -1.62
O 2.70 2.91 -2.17
H 5.07 3.92 -1.26
H 5.35 6.02 -0.27
H 1.21 6.91 -0.65
H 0.77 4.81 -1.60
C -3.81 -0.51 -4.53
C -3.21 -0.62 -3.14
C -2.94 -2.13 -3.02
O -3.70 -2.83 -4.04
C -4.57 -1.82 -4.60
H -3.07 -0.44 -5.33
H -4.42 0.37 -4.72
H -3.94 -0.32 -2.40
H -2.33 0.03 -3.10
H -3.19 -2.54 -2.04
H -1.86 -2.22 -3.14
H -5.49 -1.81 -4.02
H -4.81 -2.03 -5.64
C -3.80 -3.81 1.72
C -5.23 -3.45 1.78
C -5.17 -1.99 1.79
O -4.15 -1.71 0.79
C -3.04 -2.68 0.92
H -3.67 -4.77 1.22
H -3.19 -3.94 2.61
H -5.76 -3.87 2.63
H -5.68 -3.83 0.86
H -4.93 -1.48 2.73
H -6.14 -1.52 1.60
H -2.15 -2.31 1.43
H -2.73 -3.11 -0.02
C 1.21 -0.19 -0.18
C -0.15 -0.36 -0.78
C -0.56 1.05 -1.04
O -0.11 1.73 0.11
C 1.20 1.17 0.42
H 1.93 -0.14 -0.99
H 1.68 -1.02 0.35
H -0.92 -0.81 -0.15
H -0.09 -0.89 -1.73
H -1.65 1.03 -1.07
H -0.11 1.49 -1.93
H 1.32 1.08 1.50
H 2.00 1.74 -0.05
C -6.00 1.94 1.45
C -4.71 2.53 1.87
C -3.71 1.77 1.02
O -4.34 1.62 -0.22
C -5.75 1.54 -0.02
H -6.86 2.61 1.54
H -6.28 1.07 2.04
H -4.64 2.31 2.94
H -4.73 3.60 1.68
H -3.52 0.79 1.47
H -2.66 2.04 1.02
H -6.08 0.51 -0.19
H -6.32 2.21 -0.67

HOMO-LUMO gap: 0.2592 hartree
E_tot: -3218.482306 a.u.
SMILES string: O=C1C=CC(=O)C=C1.O=C1C=CC(=O)C=C1.O=C1C=CC(=O)C=C1.O=C1C=CC(=O)C=C1.O=C1C=CC(=O)C=C1.O=C1C=CC(=O)C=C1.C1CCOC1.C1CCOC1.C1CCOC1.C1CCOC1

Mulliken atomic charge list, values in e, 4 entries: atom 1 (C): -0.0708, atom 2 (C): -0.4794, atom 3 (C): 0.3455, atom 4 (O): -0.5436

=====

3.
The following is a quantum chemistry calculation of 12 unconnected molecules or ions with the total composition H24O12, from OMol25.

Atoms and positions in Å:
O 1.75 2.68 0.01
H 1.19 2.13 0.35
H 2.33 2.29 -0.39
O 3.00 0.61 -1.63
H 2.26 0.62 -2.09
H 2.96 -0.13 -0.97
O 1.41 -1.08 2.68
H 1.46 -0.71 3.56
H 2.00 -0.45 2.31
O -1.08 0.40 -2.04
H -1.25 1.25 -2.14
H -0.70 0.04 -2.80
O -2.04 3.82 1.15
H -2.93 3.93 1.07
H -1.73 2.97 1.25
O 3.23 -1.94 -0.07
H 2.36 -2.22 -0.21
H 3.81 -2.50 -0.46
O -0.12 0.75 0.31
H 0.38 -0.16 0.47
H -0.52 0.55 -0.45
O -2.77 -1.38 -2.88
H -2.16 -0.75 -2.48
H -2.37 -2.19 -2.41
O -1.43 1.47 2.71
H -1.07 1.15 1.96
H -0.89 1.34 3.64
O 0.87 -3.52 1.50
H 0.54 -4.13 2.21
H 1.01 -2.67 1.86
O -3.56 1.67 -0.87
H -4.38 1.69 -1.54
H -2.85 1.84 -1.40
O 0.58 -2.18 -0.76
H 0.40 -2.63 0.11
H 0.35 -2.59 -1.55

HOMO-LUMO gap: 0.3721 hartree
E_tot: -917.106114 a.u.
SMILES string: O.O.O.O.O.O.O.O.O.O.O.O

Mulliken atomic charge list, values in e, 4 entries: atom 1 (O): -0.5366, atom 2 (H): 0.2785, atom 3 (H): 0.2865, atom 4 (O): -0.6683

=====

The evaluated strongest force on any atom for the records listed, in turn: 5.08; 4.25; 13.85 eV/Å.